1.
C39H35FN8O13W as an isolated structure in a non-equilibrium geometry. Source: the OMol25 dataset; level of theory: the ωB97M-V functional and the def2-TZVPD basis.

LUMO level ... -0.69 eV
Energy above the lowest of the compared OMol25 structures with the same formula, charge and spin ... 22.5 kJ/mol
Frontier orbital gap ... 6.3 eV

Each line ends with the Löwdin charge.
Geometry (Å):
O 6.142 3.082 -0.174  -0.038
C -1.023 -3.006 -2.369  -0.091
H -5.210 1.502 0.887  0.136
F -2.622 3.418 4.576  0.086
C 1.203 0.727 -3.321  -0.025
C -2.898 -1.560 4.081  -0.022
C 2.940 0.700 -1.706  -0.083
C 0.882 3.769 -2.128  -0.077
C 6.330 2.304 -1.331  -0.240
H 0.792 -3.740 1.660  0.119
C 2.537 0.910 -3.014  0.006
C -3.503 2.748 2.533  0.034
O -2.091 0.778 0.403  -0.170
C 2.004 0.246 -0.793  -0.030
C -4.258 1.776 0.440  -0.023
C -0.219 -4.728 -3.886  -0.015
H 0.828 0.894 -4.322  0.119
H -3.384 -1.145 -3.376  0.104
H 4.622 2.431 -2.578  0.122
H -2.004 5.620 0.800  0.171
C -2.450 -0.306 4.429  0.028
C -2.358 -2.907 1.847  -0.515
N 0.843 -1.649 1.792  -0.104
O -3.932 -0.548 0.471  0.066
C 0.992 -4.781 -3.155  -0.268
H -4.422 2.099 -0.584  0.134
C 2.788 4.156 -0.713  -0.084
N 0.355 0.913 1.496  -0.092
H -0.737 0.310 -2.514  0.125
O 0.434 -2.365 -0.582  -0.194
H 0.498 2.858 2.235  0.121
C -2.796 3.610 3.262  -0.201
C -2.333 -1.786 2.815  -0.115
C -3.838 -2.373 4.905  -0.499
W -0.600 -0.923 0.416  1.803
C -3.365 0.530 0.434  -0.596
C -1.192 -3.860 -3.481  -0.007
N 0.710 0.098 -1.075  -0.028
H 3.247 1.180 -3.787  0.126
O 4.701 0.535 -0.113  0.084
O -4.238 -1.948 5.961  0.103
C -3.121 3.954 0.489  -0.480
C -2.170 4.778 2.660  -0.410
C 0.847 3.006 0.159  -0.202
H 2.579 -3.667 3.712  0.094
O -3.208 4.096 -0.714  0.084
C 1.241 0.575 2.391  -0.112
C 1.197 -2.877 2.165  -0.118
H 2.814 -6.961 -4.724  0.093
H 6.944 1.433 -1.115  0.129
C 1.880 -6.415 -4.636  -0.072
O -4.197 -3.548 4.422  0.136
H 2.663 4.789 -2.763  0.104
H -3.964 1.879 2.986  0.154
H 5.840 2.480 0.519  0.082
O -1.497 5.605 3.225  0.109
H -0.760 2.717 -1.225  0.110
H -3.778 -3.750 3.537  0.075
C 0.232 3.128 -1.082  -0.048
C 2.127 3.525 0.332  -0.032
H -0.931 2.525 1.243  0.080
H 6.827 2.932 -2.063  0.128
O -1.608 -2.682 0.836  -0.106
H -4.045 -1.679 -1.827  0.090
H -1.155 0.990 3.353  0.145
O -1.719 -1.136 -1.184  -0.198
N -2.426 4.844 1.288  0.222
C 2.330 -1.478 3.508  -0.031
H 3.782 4.555 -0.557  0.101
C 2.161 4.283 -1.946  -0.092
H 2.613 3.447 1.301  0.119
H 2.332 0.003 0.206  0.119
N 5.086 1.835 -1.913  0.098
C 1.186 -3.979 -2.054  0.085
C 4.311 0.996 -1.170  -0.432
O -3.007 -3.925 2.054  0.085
N -1.595 -0.761 2.445  -0.011
H 1.734 -5.797 -5.523  0.095
H -2.633 0.276 5.318  0.147
C 2.126 -2.820 3.220  -0.068
H 0.382 3.875 -3.084  0.112
H 1.754 1.341 2.972  0.142
N -1.679 0.134 3.421  0.078
C 0.197 -3.077 -1.636  -0.286
C 1.530 -0.771 2.599  -0.327
H -3.670 -2.875 -3.088  0.080
H 2.976 -1.050 4.260  0.105
N -3.688 2.899 1.178  0.009
H 1.057 -7.128 -4.549  0.096
C 0.323 0.365 -2.322  -0.099
O 2.003 -5.615 -3.467  -0.063
H -2.113 -3.809 -4.048  0.112
C -1.994 -2.039 -2.019  -0.320
H -0.385 -5.360 -4.745  0.102
C 0.140 2.359 1.330  -0.156
H 2.107 -4.052 -1.491  0.138
C -3.355 -1.943 -2.629  0.034

Cartesian forces (eV/Å) of the 3 atoms listed first:
O 0.0 0.0 -0.1
C -0.1 -0.1 0.0
H -0.1 0.0 0.0

2.
A 2-piece molecular cluster, C3H10S2 overall in a non-equilibrium geometry. Source: the OMol25 dataset; level of theory: the ωB97M-V functional and the def2-TZVPD basis.

LUMO level ... 0.27 eV
SMILES ... CCC.SS
Energy above the lowest of the compared OMol25 structures with the same formula, charge and spin ... 84.0 kJ/mol
Frontier orbital gap ... 9.2 eV

Each line ends with the Löwdin charge.
Geometry (Å):
C 1.020 0.231 -0.221  -0.348
H -2.368 -0.612 0.673  -0.167
H 2.085 -1.362 -1.343  0.079
S -2.631 1.411 -0.656  0.252
H 1.813 0.914 -0.447  0.088
C 0.425 0.653 1.121  -0.133
H 1.100 0.594 1.888  0.041
H 0.772 -1.924 -0.355  0.060
H -0.464 0.152 1.433  0.021
H -3.551 1.152 -1.619  -0.203
H -0.013 1.628 0.967  0.057
S -2.286 -0.632 -0.707  0.261
C 1.610 -1.183 -0.337  -0.128
H 0.228 0.328 -0.970  0.035
H 2.259 -1.350 0.572  0.084

Cartesian forces (eV/Å) of the 3 atoms listed first:
C -0.5 -0.8 -0.3
H 0.1 -0.7 -1.0
H 0.1 0.4 1.3

3.
The molecule C5H6N2S in a non-equilibrium geometry. Source: the OMol25 dataset; level of theory: the ωB97M-V functional and the def2-TZVPD basis.

LUMO level ... 0.52 eV
SMILES ... C=CN/C=C\SC#N
Energy above the lowest of the compared OMol25 structures with the same formula, charge and spin ... 274.2 kJ/mol
Frontier orbital gap ... 9.2 eV

Each line ends with the Löwdin charge.
Geometry (Å):
C 1.670 -0.349 -0.872  -0.196
C -0.050 0.850 0.358  -0.243
H 3.410 -1.120 -0.022  0.007
N -3.861 -1.505 0.587  0.089
H -1.670 1.764 1.412  0.071
C -3.170 -0.648 0.215  -0.666
H -0.266 0.167 -1.546  0.148
C -1.318 1.181 0.552  -0.412
H 2.265 -0.745 1.202  0.089
S -2.611 0.688 -0.571  0.913
H 2.062 -0.589 -1.802  0.090
H 0.660 0.850 1.150  0.114
N 0.418 0.253 -0.732  -0.013
C 2.461 -0.797 0.071  0.008

Cartesian forces (eV/Å) of the 3 atoms listed first:
C -0.5 -0.2 1.1
C -0.1 -0.7 0.6
H 2.9 -1.2 -1.3

4.
The molecule C6H15BO2 in a non-equilibrium geometry. Source: the OMol25 dataset; level of theory: the ωB97M-V functional and the def2-TZVPD basis.

LUMO level ... 0.53 eV
SMILES ... CCC(O)(CC)B(C)O
Energy above the lowest of the compared OMol25 structures with the same formula, charge and spin ... 199.6 kJ/mol
Frontier orbital gap ... 10.0 eV

Each line ends with the Löwdin charge.
Geometry (Å):
H 2.113 0.764 0.221  0.150
H 0.385 -1.261 3.217  0.069
C -2.245 -1.024 -0.447  -0.091
H 0.629 2.435 -2.091  0.058
H -1.685 0.756 -1.365  0.107
H -0.918 -0.245 2.499  0.062
C 0.120 -0.569 2.387  0.002
H 1.816 -2.288 1.638  0.128
C 1.110 1.159 -0.267  -0.196
O 0.675 -0.788 -1.550  -0.065
H 2.201 2.543 -1.610  0.090
C -1.355 0.208 -0.492  -0.181
O 1.382 -2.025 0.801  0.192
H -0.065 -0.559 -2.173  0.106
H 1.502 1.081 -2.420  0.082
C 0.164 -0.097 -0.345  -0.392
B 0.606 -0.966 0.974  -0.558
H -3.268 -0.788 -0.325  0.069
H -1.780 0.775 0.429  0.144
C 1.340 1.808 -1.588  -0.146
H 0.723 0.323 2.792  0.099
H -2.126 -1.717 -1.170  0.041
H -1.961 -1.540 0.458  0.073
H 0.638 2.014 0.424  0.156

Cartesian forces (eV/Å) of the 3 atoms listed first:
H -1.8 1.1 -1.1
H -0.5 -0.2 -0.7
C 1.0 1.0 2.8

5.
A 2-piece molecular cluster, C3H6NO2 overall. Source: the OMol25 dataset; level of theory: the ωB97M-V functional and the def2-TZVPD basis.

LUMO level ... 3.93 eV
Energy above the lowest of the compared OMol25 structures with the same formula, charge and spin ... 154.4 kJ/mol
Charge ... -1
Frontier orbital gap ... 7.5 eV

Each line ends with the Löwdin charge.
Geometry (Å):
O -1.240 -2.279 1.990  -0.057
H 0.164 -2.019 0.475  0.058
H -0.769 0.013 -2.036  0.000
H 0.664 1.493 1.181  0.051
C -0.459 -1.659 1.311  -0.188
O 0.453 2.003 -1.757  -0.150
C 0.341 1.035 -0.959  -0.767
H 1.725 0.211 0.585  0.048
N -0.346 -0.084 -1.111  0.014
C 1.212 1.135 0.303  -0.094
H 1.950 1.897 0.080  0.046
H -0.321 -0.592 1.495  0.038

Cartesian forces (eV/Å) of the 3 atoms listed first:
O 0.1 -0.6 -0.3
H -0.3 -0.5 0.1
H -0.2 -0.1 0.1

6.
The molecule C4H6N2O. Source: the OMol25 dataset; level of theory: the ωB97M-V functional and the def2-TZVPD basis.

LUMO level ... 0.73 eV
SMILES ... C=C1C=C(O)NN1
Energy above the lowest of the compared OMol25 structures with the same formula, charge and spin ... 256.2 kJ/mol
Frontier orbital gap ... 8.4 eV

Each line ends with the Löwdin charge.
Geometry (Å):
H 2.795 0.329 -0.798  0.046
H 2.196 -1.349 -1.332  0.048
C -1.308 -0.238 0.329  -0.393
H -0.687 -1.765 -1.083  0.118
N -0.788 0.999 0.808  0.028
C 1.972 -0.367 -0.935  0.023
N 0.321 1.223 -0.082  0.003
H 1.042 1.779 0.361  0.129
O -2.469 -0.653 0.856  0.092
C 0.726 -0.037 -0.589  -0.375
H -2.888 0.113 1.275  0.118
C -0.504 -0.841 -0.553  0.030
H -0.409 0.809 1.742  0.135

Cartesian forces (eV/Å) of the 3 atoms listed first:
H -0.1 -0.1 -0.1
H -0.1 0.1 0.0
C 0.2 0.0 -0.1

Copy entry 2 word for word.
A 2-piece molecular cluster, C3H10S2 overall in a non-equilibrium geometry. Source: the OMol25 dataset; level of theory: the ωB97M-V functional and the def2-TZVPD basis.

LUMO level ... 0.27 eV
SMILES ... CCC.SS
Energy above the lowest of the compared OMol25 structures with the same formula, charge and spin ... 84.0 kJ/mol
Frontier orbital gap ... 9.2 eV

Each line ends with the Löwdin charge.
Geometry (Å):
C 1.020 0.231 -0.221  -0.348
H -2.368 -0.612 0.673  -0.167
H 2.085 -1.362 -1.343  0.079
S -2.631 1.411 -0.656  0.252
H 1.813 0.914 -0.447  0.088
C 0.425 0.653 1.121  -0.133
H 1.100 0.594 1.888  0.041
H 0.772 -1.924 -0.355  0.060
H -0.464 0.152 1.433  0.021
H -3.551 1.152 -1.619  -0.203
H -0.013 1.628 0.967  0.057
S -2.286 -0.632 -0.707  0.261
C 1.610 -1.183 -0.337  -0.128
H 0.228 0.328 -0.970  0.035
H 2.259 -1.350 0.572  0.084

Cartesian forces (eV/Å) of the 3 atoms listed first:
C -0.5 -0.8 -0.3
H 0.1 -0.7 -1.0
H 0.1 0.4 1.3